{
  "formula": "C21H42FN2O12S3",
  "method": "ωB97M-V/def2-TZVPD",
  "spin_multiplicity": 1,
  "homo_ev": -12.4,
  "charge": 1,
  "symbols": ["C", "C", "O", "C", "C", "C", "C", "C", "C", "O", "O", "F", "C", "C", "N", "C", "N", "C", "H", "H", "H", "H", "H", "H", "H", "H", "H", "H", "H", "H", "H", "H", "H", "H", "H", "H", "O", "S", "O", "O", "C", "C", "C", "H", "H", "H", "H", "H", "H", "H", "H", "O", "S", "O", "O", "C", "C", "C", "H", "H", "H", "H", "H", "H", "H", "H", "O", "S", "O", "O", "C", "C", "C", "H", "H", "H", "H", "H", "H", "H", "H"],
  "positions_angstrom": [[-4.495, -5.160, -2.774], [-3.348, -5.126, -3.877], [-2.081, -4.687, -3.314], [-2.012, -3.252, -3.317], [-1.496, -2.711, -4.745], [-0.152, -1.939, -4.651], [1.099, -2.698, -4.875], [2.401, -2.009, -4.782], [3.764, -2.735, -4.967], [4.036, -3.258, -6.001], [4.749, -2.768, -3.966], [4.130, -2.644, -2.733], [2.401, -0.564, -4.489], [1.120, 0.078, -4.287], [-0.099, -0.590, -4.374], [-1.297, 0.272, -4.097], [-1.086, 0.843, -2.751], [-2.329, 1.374, -2.153], [-4.536, -4.175, -2.238], [-5.495, -5.400, -3.237], [-4.246, -6.003, -2.083], [-3.625, -4.469, -4.745], [-3.184, -6.185, -4.213], [-3.039, -2.885, -3.064], [-1.226, -2.974, -2.569], [-1.290, -3.640, -5.350], [-2.305, -2.121, -5.260], [1.082, -3.789, -5.087], [3.337, 0.039, -4.421], [1.120, 1.168, -4.038], [-1.199, 1.134, -4.823], [-2.266, -0.272, -4.231], [-0.683, 0.086, -2.185], [-2.167, 1.377, -1.035], [-2.521, 2.451, -2.425], [-3.245, 0.749, -2.333], [2.494, -1.022, 0.992], [3.638, -0.569, 1.736], [4.419, 0.555, 1.310], [4.621, -1.810, 1.994], [5.042, -2.573, 0.858], [6.153, -1.878, 0.092], [3.161, -0.316, 3.417], [4.191, -2.794, 0.209], [5.413, -3.525, 1.238], [5.792, -0.967, -0.388], [6.551, -2.535, -0.684], [6.963, -1.589, 0.764], [2.620, -1.194, 3.766], [2.515, 0.562, 3.452], [4.054, -0.146, 4.015], [2.254, 4.917, 0.149], [1.386, 3.870, 0.601], [0.025, 3.774, 0.154], [1.408, 3.829, 2.206], [1.128, 5.040, 2.924], [-0.359, 5.333, 2.972], [2.177, 2.314, 0.336], [1.683, 5.878, 2.496], [1.498, 4.893, 3.939], [-0.743, 5.583, 1.982], [-0.562, 6.175, 3.636], [-0.914, 4.462, 3.324], [3.189, 2.361, 0.728], [2.199, 2.129, -0.737], [1.603, 1.536, 0.836], [-1.879, 1.399, 6.919], [-2.436, 1.716, 5.637], [-2.141, 2.952, 4.973], [-4.028, 1.526, 5.696], [-4.758, 2.209, 6.725], [-4.963, 3.674, 6.390], [-2.101, 0.385, 4.523], [-4.263, 2.089, 7.692], [-5.729, 1.717, 6.797], [-4.016, 4.216, 6.408], [-5.635, 4.141, 7.112], [-5.382, 3.786, 5.389], [-2.381, -0.552, 5.000], [-1.034, 0.393, 4.306], [-2.669, 0.541, 3.608]],
  "atomic_forces_ev_per_a": [[0.613, -0.173, -0.712], [-0.685, -0.691, 0.568], [-0.608, 1.018, -0.467], [0.518, -0.603, -0.184], [-0.008, -0.200, 0.029], [1.258, -1.146, -0.603], [0.966, 2.478, 0.601], [-1.856, 1.261, 1.317], [-0.631, -0.449, -0.781], [-0.030, 0.417, 0.533], [-0.653, 0.101, -1.294], [-0.513, 0.344, 0.829], [-2.293, -1.293, -0.095], [1.867, -0.846, -0.462], [1.545, -0.633, -0.120], [0.378, 1.385, -0.041], [-0.421, -1.066, -0.561], [-0.162, 0.473, 1.409], [-0.137, -1.018, -0.327], [1.057, 0.419, 0.381], [-0.231, 0.949, -0.314], [0.197, -0.642, 0.613], [-0.081, 1.168, 0.054], [1.090, 0.284, -0.133], [-1.001, -0.177, -0.306], [-0.239, 1.082, 0.546], [1.011, -0.509, 0.404], [-0.224, 1.044, 0.191], [-1.004, -0.671, -0.012], [-0.461, -1.221, -0.275], [-0.545, -1.076, 0.501], [0.992, 0.225, 0.031], [-0.495, 0.505, 0.105], [-0.189, 0.098, -1.207], [0.271, -1.240, -0.024], [0.764, 0.477, -0.107], [0.265, 0.269, -0.338], [0.468, -0.544, 1.124], [-0.263, -0.237, -0.334], [-0.597, 0.456, 0.153], [0.526, -0.421, -0.786], [-0.058, 0.302, -0.072], [-0.012, -0.084, 0.038], [-0.074, 0.111, 0.142], [-0.175, 0.150, 0.281], [0.016, -0.045, 0.008], [-0.032, -0.051, 0.087], [-0.026, -0.110, -0.026], [0.054, 0.022, -0.052], [0.061, 0.007, -0.114], [-0.019, 0.001, -0.077], [-0.456, 0.022, -0.057], [0.248, -0.475, 0.643], [0.196, 0.242, -0.163], [0.212, -0.375, -0.647], [-0.424, 0.843, 0.509], [-0.195, -0.101, -0.311], [-0.033, 0.160, 0.120], [0.057, -0.184, -0.145], [0.132, -0.282, -0.185], [0.046, 0.044, 0.041], [0.090, -0.060, 0.024], [0.070, 0.079, 0.119], [-0.090, 0.027, -0.040], [-0.055, 0.104, 0.027], [-0.004, 0.050, -0.045], [-0.015, 0.376, -0.167], [-0.602, -0.425, -0.225], [0.159, -0.110, 0.316], [0.638, -0.288, -0.253], [-0.516, 0.640, 0.574], [0.261, 0.159, -0.113], [-0.107, -0.100, -0.051], [0.140, -0.089, -0.146], [0.199, -0.222, -0.204], [-0.050, -0.017, 0.029], [-0.006, -0.102, -0.012], [-0.064, -0.048, 0.083], [-0.003, 0.078, 0.007], [-0.033, 0.110, 0.086], [0.013, 0.038, 0.065]]
}